78
Properties=species:S:1:pos:R:3:forces:R:3:lowdin_charge:R:1 method="wB97M-V/def2-TZVPD" e_homo_ev="-16.3 / -16.3" charge=+3 multiplicity=8 lumo_ev="-10.0 / -12.2" relative_energy_kcal_mol=6.3
Gd -0.17700 -1.27184 -0.33346 0.44 1.14 1.34 0.97
P 0.13090 1.38726 1.11588 0.20 0.68 -0.04 0.70
P -2.54314 0.34817 -0.53754 -0.61 0.37 -0.78 0.67
P 2.58213 -0.34515 -0.63880 0.73 -0.13 -0.63 0.67
H -1.41997 -3.77656 -6.44722 0.12 -0.68 0.52 0.04
C -0.71130 -4.43116 -5.90660 0.13 -0.22 0.71 -0.07
C -0.61807 -4.48487 -4.54935 0.38 0.03 -1.74 -0.08
H -1.28170 -3.94999 -3.84541 0.41 -0.23 -0.62 0.03
C 0.39137 3.00360 0.26607 -0.08 -0.18 -0.27 -0.26
C -1.15582 1.90211 2.31201 -0.08 -0.22 0.08 -0.25
C 1.57535 1.43052 2.22200 0.13 -0.22 0.20 -0.26
C -3.17601 -0.58128 -1.99661 -0.12 0.03 0.20 -0.26
C -3.91845 0.20863 0.64536 -0.13 -0.31 0.46 -0.24
C -2.72195 2.09755 -1.05772 0.07 0.00 -0.17 -0.27
C 2.96023 -1.35621 -2.13738 -0.30 0.06 0.20 -0.28
C 3.91902 -0.87104 0.47909 -0.07 -0.18 0.33 -0.24
C 3.15951 1.30787 -1.17247 -0.16 0.09 -0.14 -0.28
H -0.08935 -5.07506 -6.58978 -0.51 0.83 1.03 0.08
H 0.20132 -5.08746 -4.13840 -0.61 0.08 0.10 0.05
H 0.48446 3.79045 1.03292 0.02 -0.20 -0.41 0.08
H -0.44024 3.22026 -0.41008 0.12 0.16 0.28 0.01
H 1.28258 2.96431 -0.36872 -0.08 0.13 0.34 0.02
H -0.73374 2.76177 2.86598 -0.50 -0.39 -0.14 0.07
H -1.37361 1.06646 2.99194 0.07 0.29 0.02 0.04
H -2.09608 2.17404 1.81597 0.34 0.12 0.19 0.03
H 1.38569 2.23107 2.95267 0.40 -0.29 -0.12 0.07
H 2.49838 1.62719 1.66654 -0.21 0.08 0.17 0.03
H 1.69669 0.46860 2.73059 0.01 0.22 0.10 0.03
H -4.26921 -0.46160 -2.04849 0.35 -0.21 -0.19 0.08
H -2.91596 -1.64708 -1.87278 -0.32 0.20 -0.13 0.04
H -2.70964 -0.23338 -2.92821 -0.23 0.03 0.28 0.03
H -4.83172 0.65440 0.22153 0.33 -0.13 0.05 0.08
H -3.69139 0.71349 1.59562 -0.07 -0.21 -0.32 0.04
H -4.11537 -0.85330 0.84205 -0.02 0.23 0.02 0.05
H -3.79239 2.24562 -1.24851 0.25 0.14 -0.07 0.07
H -2.14938 2.26936 -1.98213 -0.37 0.08 0.30 0.01
H -2.38707 2.81990 -0.30004 -0.27 -0.36 -0.21 0.04
H 4.04729 -1.38033 -2.31275 -0.42 0.04 -0.06 0.07
H 2.41505 -0.94187 -2.99868 0.35 -0.21 0.16 0.02
H 2.58898 -2.37756 -1.97403 0.24 0.13 -0.16 0.04
H 4.76847 -1.15383 -0.15827 -0.12 0.06 0.41 0.07
H 3.57634 -1.73159 1.06766 0.32 0.09 -0.14 0.05
H 4.21676 -0.07702 1.17655 -0.09 -0.19 -0.23 0.06
H 4.16644 1.18775 -1.59142 -0.15 0.14 0.16 0.08
H 3.16775 2.02415 -0.34056 0.17 -0.23 -0.31 0.04
H 2.49491 1.69015 -1.96643 0.50 -0.01 0.33 -0.02
C 0.16092 0.52918 -4.32691 -0.09 0.57 -0.15 -0.56
C -0.54161 -0.59303 -4.81992 0.29 -0.66 0.00 -0.09
C -0.32700 -0.99766 -6.12500 -0.65 -0.08 0.75 -0.01
C 0.43738 -0.23104 -7.00784 0.29 0.20 0.15 0.04
C 1.01859 0.96554 -6.57270 0.22 0.61 0.67 -0.01
C 0.88179 1.36209 -5.24075 0.37 0.15 -0.34 -0.06
Se 0.15131 0.93460 -2.50998 -0.23 -0.54 -1.31 1.00
H 0.18065 -1.89299 -2.13124 -0.39 0.08 -0.97 -0.05
H -1.16654 -1.17093 -4.13075 0.38 0.04 -0.47 0.08
H -0.77086 -1.93274 -6.42863 -0.01 0.12 -0.21 0.08
H 0.60655 -0.55840 -8.02718 -0.11 -0.03 0.06 0.14
H 1.60895 1.56204 -7.27798 -0.30 -0.15 0.42 0.14
H 1.34659 2.28655 -4.86713 -0.16 -0.49 -0.33 0.13
O -0.77880 -2.05322 1.59710 -0.10 -0.34 1.84 -0.29
C -0.88435 -2.16793 2.88897 -1.22 -0.03 0.24 -0.36
C 0.31490 -2.40563 3.78955 -0.14 -0.02 -1.16 -0.08
C 0.57318 -1.33006 4.85354 0.17 0.03 0.10 -0.18
C -0.28772 -1.46491 6.10666 0.21 0.15 0.11 -0.19
C -1.77658 -1.32437 5.86383 -0.58 -0.11 -0.28 -0.17
C -2.35810 -2.38263 4.91442 -0.11 -0.05 -0.05 -0.11
N -2.09088 -2.09948 3.45805 0.49 -0.51 -0.40 0.13
H 0.13516 -3.38789 4.27556 0.37 0.40 -0.29 0.15
H 1.17059 -2.45979 3.08835 -0.32 -0.27 0.53 0.12
H 1.63240 -1.42009 5.10641 -0.10 -0.08 0.22 0.13
H 0.48944 -0.31760 4.44010 -0.24 -0.13 -0.10 0.10
H -0.09276 -2.42655 6.58867 0.07 -0.01 -0.03 0.13
H 0.02150 -0.69435 6.81435 0.02 -0.07 0.05 0.13
H -2.33076 -1.40773 6.80984 0.24 -0.01 -0.21 0.13
H -2.01292 -0.33379 5.46054 -0.01 0.00 0.05 0.12
H -1.94989 -3.37905 5.16114 -0.19 0.33 -0.20 0.14
H -3.45538 -2.44810 5.02481 0.57 0.10 -0.19 0.14
H -2.90830 -2.10371 2.83218 0.68 0.13 0.41 0.16

=====

16
Properties=species:S:1:pos:R:3:forces:R:3:lowdin_charge:R:1 method="wB97M-V/def2-TZVPD" e_homo_ev="-15.3 / -14.8" charge=+1 lumo_ev="-5.9 / -7.6" relative_energy_kcal_mol=168.8
C 2.87030 -0.10667 -0.39759 -2.82 0.56 0.14 0.42
C 0.29817 1.10102 0.84921 -0.42 0.67 0.73 -0.05
C -0.39007 0.06224 -0.05052 -1.38 -0.18 0.00 -0.51
C -0.37849 -1.38611 0.34147 0.27 -0.17 -0.21 0.01
C -1.62904 0.52064 -0.78408 -0.16 0.25 0.01 0.01
N 0.78485 0.74248 -0.40605 4.73 -1.63 -0.21 0.19
H 2.98987 -0.76319 -1.23482 -0.22 -0.06 -0.44 0.03
H 3.52495 0.57841 0.10036 -0.07 0.60 0.12 0.03
H -0.14671 2.08738 0.94023 -0.35 -0.06 -0.09 0.14
H 0.83446 0.78628 1.73818 0.28 0.00 -0.13 0.13
H 0.63383 -1.73835 0.52683 0.02 -0.06 0.11 0.08
H -0.83784 -2.00266 -0.42979 0.06 0.01 -0.05 0.10
H -0.97435 -1.50942 1.24939 0.05 0.09 -0.02 0.11
H -1.61578 1.59461 -0.95123 -0.06 0.05 -0.01 0.09
H -2.51260 0.25542 -0.20786 -0.02 0.01 0.06 0.11
H -1.69194 0.02358 -1.75134 0.08 -0.08 -0.01 0.10

=====

14
Properties=species:S:1:pos:R:3:forces:R:3:lowdin_charge:R:1 method="wB97M-V/def2-TZVPD" e_homo_ev=-9.0 charge=0 lumo_ev=-0.6 relative_energy_kcal_mol=131.7
O 1.60101 1.58964 -1.59780 -0.22 -0.48 0.23 0.12
C 1.06955 0.66264 -1.05801 0.22 0.42 -0.27 -0.36
C 1.33357 -0.15692 0.20323 0.18 0.10 0.11 -0.08
N 0.04046 -0.85221 -0.01169 -0.13 -0.13 0.08 -0.15
C -1.00803 -0.59506 0.97599 -0.22 0.15 -0.01 -0.34
C -1.60366 0.73005 1.17384 0.36 -0.21 0.11 0.16
C -0.22104 -0.12421 -1.27961 -0.15 0.04 -0.26 -0.09
H 2.19953 -0.82585 0.12849 -0.15 0.10 0.02 0.12
H 1.41849 0.43057 1.12727 -0.04 -0.01 -0.15 0.13
H -0.60635 -0.66015 2.01722 -0.06 -0.03 -0.01 0.14
H -1.75665 -1.39861 0.94493 0.11 0.15 0.04 0.11
H -0.89805 1.47618 0.73476 -0.18 -0.10 0.12 0.00
H -1.13014 0.49273 -1.26248 0.17 -0.01 -0.11 0.12
H -0.25191 -0.75527 -2.17258 0.11 0.03 0.09 0.12

=====

12
Properties=species:S:1:pos:R:3:forces:R:3:lowdin_charge:R:1 method="wB97M-V/def2-TZVPD" e_homo_ev=-8.9 charge=0 lumo_ev=0.1 relative_energy_kcal_mol=133.0
C -3.28324 0.61534 0.32868 -0.16 -1.68 -1.59 0.09
C -1.91808 0.29864 -0.50967 -0.12 -1.32 -0.39 -0.21
C -3.26117 -0.36499 -0.56858 0.92 3.88 2.74 -0.07
C -0.72781 0.24174 -0.79001 -0.63 0.94 0.80 -0.03
C 1.33975 -0.48469 -0.10158 -0.15 0.86 1.15 -0.48
C 2.25321 0.31993 0.73986 -0.25 2.80 0.56 0.02
O 1.11935 -1.63436 -0.16386 0.12 -0.90 -0.18 0.20
O 0.54083 0.45736 -0.76428 -0.11 0.15 -1.31 0.08
H -3.57224 -1.17251 -1.11236 -0.72 -1.69 -1.19 0.06
H 1.81364 0.50358 1.78940 0.20 -0.11 -1.83 0.14
H 2.51693 1.31676 0.21961 -0.87 -1.44 0.98 0.13
H 3.17884 -0.09679 0.93279 1.77 -1.48 0.23 0.05

=====

70
Properties=species:S:1:pos:R:3:forces:R:3:lowdin_charge:R:1 method="wB97M-V/def2-TZVPD" e_homo_ev="-15.4 / -15.4" charge=+2 multiplicity=4 lumo_ev="-4.8 / -10.5"
Pd 0.45635 -0.70204 -0.36669 1.83 -0.76 0.38 1.24
F 1.74107 -2.29801 0.29089 -1.22 1.46 -0.49 -0.32
C -2.41791 0.61031 -3.17043 -0.67 -0.71 -0.32 -0.02
C -1.44365 -0.21562 -2.31389 -0.73 -1.35 -3.36 -0.43
C -0.32256 -0.89408 -3.18563 -0.87 0.25 0.59 -0.14
O 0.42083 -1.86576 -2.40099 -1.46 1.50 0.13 -0.31
C 0.94124 -2.87358 -3.22893 0.23 -1.49 -0.03 -0.07
N -0.91515 0.67967 -1.37824 0.59 0.10 1.46 0.01
H -3.10732 1.10768 -2.48821 -0.34 -0.24 0.04 0.10
H -2.97183 -0.09583 -3.78900 -0.25 0.35 -0.17 0.10
H -2.05747 1.43107 -3.79052 0.71 -0.32 -0.09 0.09
H -2.06381 -1.01408 -1.90650 0.26 -0.13 0.43 0.13
H 0.40564 -0.21461 -3.62851 -0.10 0.47 0.21 0.13
H -0.87213 -1.31367 -4.02825 0.22 -0.69 0.08 0.14
H 1.45661 -2.44634 -4.08914 -0.01 -0.09 -0.02 0.11
H 0.12316 -3.53580 -3.51231 -0.12 0.17 -0.54 0.11
H 1.59718 -3.54235 -2.67164 0.28 0.50 0.20 0.10
H -0.53408 1.34969 -2.03090 1.40 0.97 0.57 0.06
H -1.69815 1.16458 -0.96366 -0.03 0.04 0.85 0.12
C -1.54795 -3.84111 0.20752 -1.42 0.34 -0.50 -0.03
C -2.21115 -2.52552 0.64834 0.48 -1.88 2.20 -0.34
C -2.90321 -2.61755 2.06344 -0.40 0.16 0.28 -0.15
O -3.18560 -1.26312 2.46315 0.05 -0.44 -1.12 -0.23
C -3.92946 -1.08520 3.64723 -0.71 -0.14 0.24 -0.08
N -1.10538 -1.61465 0.98012 0.14 0.69 -0.56 0.01
H -1.14281 -3.67694 -0.79098 0.04 -0.23 -0.09 0.07
H -2.35530 -4.57173 0.15763 0.31 -0.37 -0.19 0.10
H -0.74540 -4.21193 0.84509 -0.16 0.22 0.24 0.10
H -2.99471 -2.19258 -0.03231 0.53 0.48 -0.24 0.15
H -2.27861 -2.98690 2.87680 0.69 -0.57 -0.34 0.14
H -3.76724 -3.28200 2.06968 -0.41 0.29 -0.29 0.14
H -4.16969 -0.02351 3.70412 0.11 -0.12 0.11 0.10
H -3.43278 -1.42463 4.55618 0.47 0.09 -0.05 0.10
H -4.86263 -1.64682 3.60410 -0.17 0.02 -0.16 0.10
H -0.49500 -2.18994 1.54278 0.59 -0.37 -0.08 0.08
H -1.58335 -1.10051 1.70627 0.27 1.90 0.26 0.07
C 4.21594 1.86731 -1.43253 -1.03 0.76 0.09 -0.02
C 2.65184 1.74438 -1.45587 0.84 0.37 -0.01 -0.38
C 2.02258 2.64239 -2.53921 0.15 -0.54 0.63 -0.13
O 0.59610 2.56703 -2.55646 1.96 -1.53 0.54 -0.24
C 0.02372 3.72156 -2.97750 -1.73 2.44 -0.46 -0.12
N 2.35308 0.32442 -1.65878 -0.34 0.21 0.23 0.05
H 4.56843 1.37349 -0.52700 0.23 -0.07 -0.15 0.08
H 4.52996 2.91052 -1.39788 -0.01 0.03 0.15 0.09
H 4.68114 1.44677 -2.32406 -0.10 -0.23 0.02 0.09
H 2.28319 1.87917 -0.43900 -0.09 1.15 -0.23 0.10
H 2.34241 2.36968 -3.54492 0.46 -0.26 -0.04 0.15
H 2.37367 3.66191 -2.37978 -0.22 0.14 0.17 0.14
H -0.97363 3.46443 -3.33424 -0.12 0.34 0.08 0.09
H 0.50645 4.30590 -3.76084 0.45 -0.64 -0.47 0.11
H -0.02397 4.44983 -2.16791 -0.37 0.04 0.33 0.11
H 2.81448 0.19142 -2.54733 -0.37 -1.22 -0.56 0.11
H 2.96003 -0.11184 -0.97953 0.29 -0.69 0.02 0.07
C 2.91258 0.00317 2.40590 -0.12 -0.63 0.22 -0.03
C 1.39647 0.15524 2.51872 0.33 0.36 1.64 -0.39
C 0.98903 1.06431 3.71935 -0.35 0.09 -1.45 -0.16
O -0.43613 1.07332 3.78382 0.56 -1.00 0.14 -0.21
C -0.96279 1.93584 4.77351 -0.39 0.84 0.19 -0.08
N 0.80807 0.71594 1.31087 -0.64 0.77 0.04 0.01
H 3.14758 -0.75653 1.66042 0.10 -0.01 -0.05 0.06
H 3.34382 -0.33477 3.34819 -0.20 -0.23 0.04 0.10
H 3.48517 0.90557 2.19164 -0.46 0.35 -0.25 0.09
H 0.84814 -0.77006 2.69550 0.54 -0.39 0.05 0.13
H 1.24402 2.08946 3.45076 0.74 0.29 0.32 0.14
H 1.53469 0.71970 4.59775 -0.41 0.11 0.33 0.14
H -0.41699 1.91897 5.71686 0.03 -0.41 0.02 0.10
H -2.01624 1.70881 4.93723 0.19 -0.38 0.01 0.09
H -0.95390 2.97448 4.44298 0.22 0.18 -0.24 0.09
H 1.19763 1.64329 1.21928 1.03 0.23 -0.89 0.10
H -0.07430 1.06828 1.65348 -1.32 -0.58 -0.08 0.09

=====

57
Properties=species:S:1:pos:R:3:forces:R:3:lowdin_charge:R:1 method="wB97M-V/def2-TZVPD" e_homo_ev=-19.4 charge=+4 lumo_ev=-14.2
Ta 1.11804 0.19806 -1.10947 1.36 -1.31 1.05 1.25
C 3.71615 -2.03124 1.84076 0.00 -1.52 -1.44 0.03
C 2.58328 -1.42339 1.09900 2.06 1.43 -0.33 -0.24
N 2.72176 -0.28200 0.49821 -1.29 -1.11 -0.62 -0.07
N 3.87009 0.43525 0.68274 -0.34 -1.20 -0.12 0.04
C 3.91347 1.62125 0.13544 -1.35 1.93 -1.01 -0.61
N 4.89922 2.44880 0.33754 -0.70 0.94 -1.08 0.23
S 2.40221 2.12404 -0.73063 1.62 1.53 0.63 0.74
C 1.26490 -1.98839 1.14059 -1.99 0.56 0.21 -0.19
C 0.85076 -2.47761 2.30192 -0.43 -1.97 1.63 0.10
C -0.54616 -2.76360 2.73197 0.17 0.93 0.75 -0.06
C -2.85057 -1.58965 1.39633 1.23 0.75 0.61 -0.04
C -2.31065 -1.52423 -0.13249 1.81 0.45 0.90 -0.12
N 0.23571 -1.46151 0.29922 -1.56 -1.04 -2.12 0.06
H 3.34657 -3.06802 1.96505 1.05 0.40 0.66 0.12
H 3.94848 -1.50786 2.75994 0.06 -0.15 0.38 0.13
H 4.62832 -2.07926 1.15463 -1.07 0.06 0.94 0.15
H 4.57381 0.09759 1.30438 0.51 -0.30 0.48 0.16
H 5.79002 2.21249 0.67514 1.29 -0.89 0.99 0.14
H 4.94263 3.38339 -0.06573 -0.62 -0.18 -0.17 0.16
H 1.46332 -2.93683 3.11236 0.36 0.98 -1.06 0.17
H -0.46133 -3.25359 3.71048 -0.44 0.25 -0.24 0.18
H -3.82852 -2.11897 1.44784 0.38 0.96 0.33 0.18
H -2.89154 -1.82003 -1.03431 -0.03 -0.30 1.03 0.19
C -3.53438 4.83510 -0.59186 -0.95 0.12 0.25 0.00
C -4.19253 3.61403 -0.84311 1.32 -0.44 0.73 0.01
C -3.47216 2.39810 -0.76988 -0.62 2.59 -0.22 -0.06
C -2.10611 2.50332 -0.46333 0.40 -0.62 -1.40 -0.41
C -1.45643 3.68822 -0.23352 0.89 1.52 0.98 -0.08
C -2.20748 4.86037 -0.20369 0.05 0.34 -0.35 -0.03
P -1.16721 1.06861 -0.84684 -0.62 1.94 0.82 1.07
C -0.61027 0.60416 -2.54044 -0.49 1.30 0.39 -0.28
C -0.46856 -0.77806 -2.42747 0.49 1.53 -2.53 -0.24
C 0.68800 -1.39180 -2.87084 0.34 -0.86 0.49 -0.12
C 1.67079 -0.59286 -3.45834 3.31 -2.34 -1.04 -0.10
C 1.66965 0.75566 -3.52741 -0.71 2.18 1.27 -0.09
C 0.50706 1.43646 -2.94672 -0.21 -1.37 -0.29 -0.19
C -2.17173 -0.03076 0.12231 0.39 -1.66 -0.89 -0.34
C -2.60913 -0.01801 1.38751 -1.07 -0.27 -0.73 0.10
C -1.91811 -2.32007 2.49002 -0.79 -0.46 -1.48 0.01
C -1.46763 -3.72182 1.85927 -0.20 -2.08 -0.04 -0.04
C -1.13735 -3.54722 0.55918 0.21 0.58 -0.67 0.18
C -0.89701 -2.15677 0.02449 1.64 0.31 2.92 -0.11
H -4.06209 5.81942 -0.61168 0.21 -1.16 -0.09 0.15
H -5.24815 3.59531 -0.96624 -0.66 -0.01 -0.46 0.12
H -3.98726 1.50317 -1.04033 -0.06 -0.60 0.09 0.11
H -0.37793 3.68995 0.03342 -0.82 0.10 -0.30 0.11
H -1.85577 5.85224 0.06058 0.64 -0.35 0.02 0.13
H -1.23005 -1.28221 -1.98110 -1.73 -1.38 0.62 0.06
H 0.78177 -2.45541 -2.81806 0.23 -0.43 -0.17 0.14
H 2.62802 -1.10857 -3.81923 -1.49 0.61 0.58 0.19
H 2.59737 1.30859 -3.77326 -0.94 -0.29 -0.19 0.16
H 0.53475 2.49886 -2.86721 -0.54 0.62 -0.06 0.12
H -2.79053 0.85203 2.05507 0.13 -1.06 -0.17 0.16
H -2.48193 -2.66251 3.33110 -0.70 0.45 0.59 0.17
H -1.81797 -4.67217 2.31391 0.36 0.64 -0.60 0.20
H -1.18957 -4.34006 -0.15722 -0.12 -0.63 -0.47 0.17

=====

no.,DFT total energy (hartree)
1,-5225.1973
2,-250.7363
3,-324.5146
4,-381.2672
5,-1382.9939
6,-2018.9699